1.
Here is a structure of composition C2H3N5O from the OMol25 dataset. Energies are from the ωB97M-V functional and the def2-TZVPD basis.

Structure (XYZ):
```
11
Properties=species:S:1:pos:R:3:forces:R:3:lowdin_charge:R:1
C -0.8779 -0.3360 -0.0381 -3.2576 -3.9635 -1.8498 -0.45
C 0.6461 -0.3255 0.0384 4.8744 -0.6779 0.6234 -0.21
H -2.3309 1.5589 0.7498 3.7002 -3.6350 -2.7509 0.27
H -0.4998 1.8053 0.8869 -2.0923 -4.2442 -3.1551 0.24
H -2.5980 -1.3535 -0.9081 0.6328 1.0799 1.0900 0.03
N -1.2233 0.9479 0.1806 -2.5236 8.2552 5.4118 -0.03
N -1.6390 -1.4315 -0.5266 4.6747 4.0029 1.7166 0.09
N 1.5681 -1.2601 0.5412 -1.8671 3.0506 -3.5535 0.07
N 2.8329 -0.8493 0.0400 -2.5083 5.3260 -0.6005 -0.02
N 2.7978 0.3889 -0.4882 -2.3453 -4.1608 1.9642 0.09
O 1.3239 0.8551 -0.4757 0.7122 -5.0332 1.1038 -0.08
```
Positions in Å, forces in eV/Å.

Gap between HOMO and LUMO = 8.8 eV
Energy = -426.74177 a.u.
Spin multiplicity = 1
Energy above the lowest of the compared OMol25 structures with the same formula, charge and spin = 198.2 kcal per mole


2.
Here is a cluster of 2 separate species, CHBr2NO2 in total from the OMol25 dataset. Energies are from the ωB97M-V functional and the def2-TZVPD basis.

Structure (XYZ):
```
7
Properties=species:S:1:pos:R:3:forces:R:3:lowdin_charge:R:1
C 1.3715 -0.2454 -0.0145 -1.7083 -2.2561 3.1061 -1.31
N -1.5234 0.2785 0.1526 -0.5939 -1.3767 -2.6841 -0.23
O -1.9461 0.7691 1.1298 -0.4624 0.1408 0.2267 0.11
O -2.0290 -0.2390 -0.8536 0.6489 1.5194 2.7436 -0.02
Br 2.3295 1.2578 -0.0102 0.7851 1.2594 -0.3731 0.70
Br 0.6647 -1.1313 -1.4540 0.7851 -0.1670 -0.4884 0.71
H 1.1327 -0.6898 1.0499 0.5456 0.8803 -2.5308 0.04
```
Positions in Å, forces in eV/Å.

Gap between HOMO and LUMO (spin up / spin down) = 10.1 / 6.3 eV
Energy = -5391.76125 a.u.
Spin multiplicity = 1
Energy above the lowest of the compared OMol25 structures with the same formula, charge and spin = 52.9 kcal per mole


3.
Here is a cluster of 11 separate species, C4H20BO18 in total from the OMol25 dataset. Energies are from the ωB97M-V functional and the def2-TZVPD basis.

Structure (XYZ):
```
43
Properties=species:S:1:pos:R:3:forces:R:3:lowdin_charge:R:1
O -1.0799 -1.7077 1.7689 -0.0566 -0.0371 0.4892 0.14
C -0.7030 -0.8822 0.9922 0.2676 -0.5022 -0.6270 -0.38
O -0.1480 0.2813 1.2154 0.4930 0.1473 -0.1172 0.25
B 0.2368 0.9065 -0.0833 0.0917 0.7272 0.8485 -0.82
O -0.2004 -0.0330 -1.1193 -0.0878 -0.0735 -0.1621 0.24
C -0.7529 -1.0859 -0.5431 -0.4985 0.2999 0.8526 -0.34
O -1.2935 -2.0111 -1.0667 0.2075 -0.1477 -0.3494 0.15
O 1.6688 1.2266 -0.2197 -0.0369 -1.3001 -0.0304 0.20
C 1.8805 2.4980 -0.5020 -0.3919 0.1056 1.0889 -0.36
O 2.9426 3.0252 -0.6054 -0.1405 0.1960 -0.4488 0.18
C 0.4811 3.1662 -0.4213 0.9154 0.2086 -0.6595 -0.36
O -0.4106 2.2439 -0.0940 0.0861 0.0321 -0.7485 0.20
O 0.3162 4.3289 -0.6378 -0.6521 0.1443 0.1808 0.16
O 5.6753 3.0090 -1.8536 0.3376 0.1420 -0.1816 -0.06
H 5.7972 3.4136 -0.9891 -0.1630 -0.0925 0.0073 0.03
H 4.9783 3.5281 -2.2653 -0.1004 -0.1022 0.1361 0.02
O -2.6664 0.1945 3.5534 -0.0457 0.1888 0.1806 -0.05
H -2.0763 0.9126 3.8053 -0.0100 -0.0708 -0.0525 0.03
H -2.3358 -0.5742 4.0297 -0.0157 -0.0479 -0.1979 0.03
O 0.3269 -4.7556 2.0747 0.1044 -0.0110 0.5592 -0.04
H -0.1893 -4.2863 2.7400 0.0137 0.0763 -0.1561 0.05
H 1.2452 -4.5906 2.3136 -0.0364 0.0058 -0.1505 0.06
O -2.3309 3.7265 1.2729 -0.1660 -0.0097 -0.2579 -0.06
H -1.9940 3.2792 0.4774 -0.1298 0.2235 0.5273 0.02
H -1.8183 3.3460 1.9906 0.0209 -0.0620 -0.0662 0.02
O 3.8394 -0.7573 -0.1548 -0.2323 -0.0892 0.0576 -0.06
H 3.0836 -0.1486 -0.1302 0.2823 -0.0161 -0.0748 0.00
H 3.6414 -1.3640 -0.8752 0.0260 0.0645 0.0192 0.03
O -2.5878 -3.4961 -3.0336 0.1738 -0.0362 0.2598 -0.07
H -3.3448 -2.9067 -3.0775 0.0287 0.0148 0.0316 0.02
H -1.9995 -3.0883 -2.3697 -0.3851 -0.1337 -0.5854 -0.01
O -1.3966 -0.4027 -3.9309 0.0042 0.1543 0.1119 -0.05
H -1.1041 -0.4299 -3.0089 -0.0038 0.0042 -0.2639 0.00
H -2.3521 -0.3064 -3.8811 0.0418 -0.0428 -0.0064 0.03
O -3.6389 -3.1416 2.8054 0.1512 -0.0621 0.0079 -0.06
H -2.9144 -2.9480 2.1933 -0.0651 0.1326 0.0614 0.01
H -3.2200 -3.5970 3.5418 -0.0390 -0.0163 -0.0550 0.03
O -0.8255 -5.1645 -0.4170 -0.0170 -0.0280 0.3502 -0.08
H -1.2610 -4.3172 -0.5613 0.0169 -0.0462 -0.0400 -0.01
H -0.5111 -5.1148 0.5057 -0.0267 0.0439 -0.5599 -0.02
O 2.4788 6.3366 -0.9691 -0.1564 0.1690 0.0088 -0.07
H 2.8928 5.8531 -1.6884 -0.0233 -0.0944 0.0626 0.02
H 1.6702 5.8339 -0.7819 0.2167 -0.0588 -0.0505 0.00
```
Positions in Å, forces in eV/Å.

Gap between HOMO and LUMO = 10.4 eV
Energy = -1543.94498 a.u.
Spin multiplicity = 1
Energy above the lowest of the compared OMol25 structures with the same formula, charge and spin = 20.4 kcal per mole
Charge = -1